# C4H8O2

An isolated molecule of C4H8O2 (ωB97M-V with the def2-TZVPD basis set, the Open Molecules 2025 dataset).

Properties
E_LUMO ... 0.87 eV
Kohn-Sham gap ... 10.24 eV
ΔE to the lowest compared entry with this formula, charge and spin ... 41.10 kcal/mol
Largest force on an atom ... 0.0058 hartree/bohr
SMILES ... C[C@@]1(O)C[C@H]1O

```
! wB97M-V def2-TZVPD RIJCOSX def2/J DEFGRID3
* xyz 0 1
C 1.267 -0.072 -0.753
C 0.280 -0.032 0.384
O 0.757 -0.533 1.603
C -0.753 1.071 0.439
C -1.165 -0.341 0.151
O -1.626 -0.605 -1.140
H 2.006 0.737 -0.676
H 0.748 0.037 -1.708
H 1.805 -1.027 -0.751
H 1.577 -0.071 1.808
H -1.016 1.491 1.406
H -0.791 1.761 -0.400
H -1.664 -0.878 0.960
H -1.394 -1.520 -1.345
*
```

natural (NBO) population analysis, charges in e, atoms 1 to 5:
1 C -0.6405
2 C 0.2077
3 O -0.7000
4 C -0.4678
5 C 0.0658